# C36H37NP2PtSe

C36H37NP2PtSe as an isolated structure (ωB97M-V/def2-TZVPD, the Open Molecules 2025 dataset).

Element x y z (Å)
Pt  -1.725  1.079  -4.254
C  -2.776  1.043  -5.965
C  -2.191  -0.257  -5.712
C  -1.020  -0.738  -6.561
C  0.193  0.219  -6.406
C  0.132  1.024  -5.112
C  -0.420  2.360  -5.027
C  -1.063  3.003  -6.233
C  -2.179  2.105  -6.890
C  1.742  -0.044  -0.667
H  -3.854  1.129  -5.714
H  -2.908  -1.052  -5.431
H  -1.339  -0.798  -7.616
H  -0.735  -1.766  -6.267
H  1.094  -0.410  -6.373
H  0.312  0.891  -7.270
H  1.007  0.844  -4.455
H  0.059  2.990  -4.253
H  -0.275  3.281  -6.943
H  -1.531  3.937  -5.895
H  -3.018  2.768  -7.144
H  -1.818  1.595  -7.788
H  0.990  0.720  -0.921
H  2.413  0.373  0.091
H  1.239  -0.932  -0.238
P  -0.343  -1.375  -1.821
P  2.726  -0.519  -2.095
C  0.630  -2.017  -3.192
C  1.935  -1.543  -3.309
C  -1.845  -2.354  -2.000
C  -2.255  -3.234  -3.026
C  -3.215  -4.192  -2.721
C  -3.859  -4.206  -1.469
C  -3.556  -3.220  -0.519
C  -2.612  -2.269  -0.793
C  -3.375  1.366  -3.107
C  -3.364  2.575  -2.429
C  -4.596  3.058  -1.997
C  -5.744  2.263  -2.118
C  -5.670  0.967  -2.634
C  -4.440  0.470  -3.112
C  4.136  -1.459  -1.430
C  3.866  -2.744  -0.922
C  4.911  -3.522  -0.418
C  6.213  -3.009  -0.422
C  6.480  -1.723  -0.903
C  5.436  -0.935  -1.404
C  3.301  1.007  -2.879
C  2.963  2.278  -2.374
C  3.377  3.429  -3.042
C  4.133  3.334  -4.213
C  4.475  2.071  -4.717
C  4.055  0.912  -4.058
H  0.252  -2.785  -3.898
H  2.581  -1.915  -4.107
H  -1.788  -3.188  -4.017
H  -3.455  -4.962  -3.450
H  -4.583  -4.977  -1.226
H  -4.048  -3.216  0.457
H  -2.392  -1.460  -0.083
H  -2.418  3.117  -2.333
H  -4.649  4.051  -1.560
H  -6.701  2.651  -1.761
H  -6.557  0.338  -2.666
H  -4.293  -0.536  -3.496
H  2.844  -3.133  -0.941
H  4.699  -4.522  -0.036
H  7.030  -3.624  -0.041
H  7.497  -1.326  -0.895
H  5.624  0.075  -1.772
H  2.371  2.362  -1.462
H  3.094  4.410  -2.650
H  4.448  4.237  -4.738
H  5.072  1.987  -5.622
H  4.327  -0.072  -4.449
Se  -2.540  0.465  1.975
C  -1.564  1.325  0.747
N  -0.942  1.925  -0.058

Output
Kohn-Sham gap (spin up / spin down): 6.91 / 5.93 eV
ΔE to the lowest compared entry with this formula, charge and spin: 0.00 kcal per mole
E_tot: -4651.4145 a.u.
<S²>: 6.056
2S+1: 5
Net charge: +2

Mulliken atomic charges, in units of e:
1 Pt 0.035
2 C -0.470
3 C -0.211
4 C -1.067
5 C -0.826
6 C 1.410
7 C -0.608
8 C -1.200
9 C -0.980
10 C -1.835
11 H 0.666
12 H 0.570
13 H 0.447
14 H 0.306
15 H 0.422
16 H 0.358
17 H -0.683
18 H 0.783
19 H 0.453
20 H 0.403
21 H 0.429
22 H 0.270
23 H 0.243
24 H 0.602
25 H 0.797
26 P 0.461
27 P 1.977
28 C 0.220
29 C -1.410
30 C 0.844
31 C -0.130
32 C -0.869
33 C -0.453
34 C -0.568
35 C -0.143
36 C 0.768
37 C -0.279
38 C -0.685
39 C -0.512
40 C -0.706
41 C -0.102
42 C 0.172
43 C -0.372
44 C -0.755
45 C -0.467
46 C -0.723
47 C -0.289
48 C 0.189
49 C -0.361
50 C -0.651
51 C -0.536
52 C -0.804
53 C -0.494
54 H 0.515
55 H 0.470
56 H 0.260
57 H 0.446
58 H 0.419
59 H 0.425
60 H -0.323
61 H 0.427
62 H 0.455
63 H 0.423
64 H 0.472
65 H 0.362
66 H 0.335
67 H 0.413
68 H 0.399
69 H 0.411
70 H 0.372
71 H 0.355
72 H 0.446
73 H 0.438
74 H 0.440
75 H 0.421
76 Se 0.110
77 C 0.306
78 N -0.438

---

# C15H20Cl4HgN2O9P2Se

C15H20Cl4HgN2O9P2Se as an isolated structure (ωB97M-V/def2-TZVPD, the Open Molecules 2025 dataset).

Element x y z (Å)
Hg  1.302  -0.556  -0.511
Cl  -0.700  -1.492  6.650
C  0.250  -1.504  5.182
C  0.783  -2.724  4.724
C  1.522  -2.758  3.580
Cl  2.195  -4.270  3.051
C  1.796  -1.587  2.755
O  2.399  -1.683  1.669
C  1.272  -0.359  3.313
C  1.470  0.929  2.707
O  2.108  1.205  1.693
C  0.505  -0.355  4.498
H  0.607  -3.634  5.282
H  0.972  1.757  3.251
H  0.117  0.590  4.863
C  0.098  5.013  -2.855
C  -0.138  3.526  -2.648
O  -1.505  3.198  -2.705
P  -0.120  3.564  -0.001
O  -0.803  2.172  0.479
O  1.239  3.641  0.825
O  0.475  3.047  -1.485
P  0.685  2.632  -4.137
O  -0.065  0.380  -3.503
O  1.870  3.389  -4.603
O  1.152  1.152  -3.633
H  -0.422  5.565  -2.068
H  -0.283  5.328  -3.826
H  1.162  5.232  -2.805
H  -1.982  3.827  -2.148
H  -0.280  1.378  0.253
H  1.670  2.776  1.072
H  0.076  0.020  -2.598
Cl  1.823  -3.130  -5.159
C  1.726  -2.449  -3.520
Cl  2.700  -3.375  -2.363
H  0.692  -2.487  -3.191
H  2.107  -1.436  -3.557
C  -2.964  0.226  -1.018
N  -2.338  -0.765  -0.163
C  -2.069  -0.614  1.187
C  -1.424  -1.728  1.588
N  -1.303  -2.545  0.481
C  -0.595  -3.811  0.438
C  -1.858  -1.952  -0.601
Se  -1.949  -2.658  -2.301
H  -3.572  0.883  -0.399
H  -3.579  -0.287  -1.753
H  -2.212  0.820  -1.539
H  -2.336  0.277  1.725
H  -1.027  -2.005  2.549
H  -0.318  -4.083  1.452
H  0.306  -3.711  -0.168
H  -1.235  -4.571  -0.007

Output
Kohn-Sham gap (spin up / spin down): 7.44 / 5.89 eV
ΔE to the lowest compared entry with this formula, charge and spin: 119.17 kcal per mole
E_tot: -6448.7168 a.u.
<S²>: 0.755
2S+1: 2
Net charge: -1

Mulliken atomic charges, in units of e:
1 Hg 0.494
2 Cl -0.277
3 C 0.226
4 C -0.618
5 C 0.283
6 Cl -0.196
7 C 0.168
8 O -0.821
9 C 1.165
10 C -0.342
11 O -0.713
12 C -0.787
13 H 0.417
14 H 0.211
15 H 0.360
16 C -1.519
17 C 1.076
18 O -0.556
19 P -0.307
20 O 0.134
21 O -0.475
22 O -0.198
23 P 0.135
24 O -0.290
25 O -0.644
26 O 0.004
27 H 0.467
28 H 0.401
29 H 0.378
30 H 0.400
31 H -0.009
32 H 0.489
33 H 0.031
34 Cl -0.218
35 C 0.581
36 Cl -0.167
37 H -0.324
38 H 0.030
39 C -1.191
40 N 0.412
41 C -0.700
42 C -0.593
43 N 0.325
44 C -0.927
45 C -0.408
46 Se -0.282
47 H 0.333
48 H 0.424
49 H 0.425
50 H 0.535
51 H 0.700
52 H 0.300
53 H 0.262
54 H 0.393

---

# C3H3N3O2

An isolated molecule of C3H3N3O2 (ωB97M-V/def2-TZVPD, the Open Molecules 2025 dataset).

Element x y z (Å)
O  1.467  1.683  -1.186
C  1.128  1.036  -0.157
O  1.683  0.830  1.070
N  0.065  0.082  -0.286
C  -0.291  -0.851  0.737
N  -1.399  -1.447  0.416
C  -1.770  -0.681  -0.795
N  -0.875  0.114  -1.239
H  2.423  1.420  0.940
H  0.379  -1.279  1.614
H  -2.809  -0.906  -1.114

Output
Kohn-Sham gap: 10.82 eV
SMILES: O=C(O)n1cncn1
ΔE to the lowest compared entry with this formula, charge and spin: 53.80 kcal per mole
E_tot: -430.8352 a.u.
Net charge: 0

Mulliken atomic charges, in units of e:
1 O -0.522
2 C 0.562
3 O -0.393
4 N 0.571
5 C 0.133
6 N -0.527
7 C -0.060
8 N -0.833
9 H 0.362
10 H 0.323
11 H 0.385

---

# C32H30F3FeN9O4SSe3Te2

C32H30F3FeN9O4SSe3Te2 as an isolated structure (ωB97M-V/def2-TZVPD, the Open Molecules 2025 dataset).

Element x y z (Å)
Fe  -0.853  -1.442  -1.099
C  4.314  0.913  -2.523
N  5.168  0.182  -1.598
C  4.845  -0.478  -0.478
N  5.936  -0.867  0.156
C  6.919  -0.410  -0.654
N  6.510  0.236  -1.726
C  4.435  2.395  -2.263
C  5.245  3.198  -3.051
C  5.419  4.544  -2.750
C  4.793  5.097  -1.650
C  3.971  4.295  -0.859
C  3.785  2.955  -1.171
C  3.317  4.868  0.313
N  3.526  6.002  0.894
N  2.669  6.047  1.987
C  2.010  4.942  1.975
O  2.365  4.142  0.945
C  0.974  4.476  2.895
C  0.777  5.134  4.107
C  -0.205  4.683  4.970
C  -0.995  3.592  4.625
C  -0.814  2.946  3.412
C  -1.742  1.829  2.990
N  -1.078  0.740  2.317
C  -0.962  0.559  1.003
N  -0.282  -0.545  0.765
C  -0.011  -1.018  2.006
N  -0.455  -0.262  2.986
C  0.183  3.388  2.551
H  3.290  0.568  -2.395
H  4.639  0.669  -3.533
H  3.823  -0.678  -0.191
H  7.968  -0.561  -0.455
H  5.756  2.760  -3.900
H  6.054  5.159  -3.375
H  4.923  6.140  -1.392
H  3.124  2.343  -0.573
H  1.402  5.980  4.357
H  -0.356  5.178  5.920
H  -1.761  3.242  5.308
H  -2.479  2.217  2.284
H  -2.282  1.426  3.845
H  -1.382  1.218  0.261
H  0.545  -1.925  2.178
H  0.341  2.893  1.599
Se  -0.785  -2.434  -3.297
Te  -1.155  -4.893  -3.390
Te  2.399  -4.072  -1.296
Se  1.352  -1.978  -2.161
C  -0.823  -5.579  0.643
C  -0.860  -4.211  0.166
N  -0.938  -3.170  -0.294
H  0.116  -5.759  1.163
H  -0.873  -6.215  -0.243
H  -1.677  -5.769  1.293
F  -2.258  2.623  -3.111
C  -1.073  2.906  -2.568
F  -1.295  3.303  -1.295
F  -0.558  3.955  -3.226
S  0.073  1.465  -2.611
O  0.177  1.130  -4.000
O  1.258  1.983  -1.965
O  -0.681  0.531  -1.778
C  -5.628  -6.627  0.318
C  -5.082  -5.243  0.080
C  -5.069  -4.683  -1.186
C  -4.567  -3.405  -1.429
C  -4.572  -2.884  -2.837
C  -4.041  -2.657  -0.368
Se  -3.255  -0.931  -0.687
C  -4.077  -3.200  0.929
C  -3.567  -2.430  2.113
C  -4.588  -4.478  1.130
H  -5.703  -7.182  -0.618
H  -6.625  -6.593  0.767
H  -4.985  -7.195  0.994
H  -5.438  -5.263  -2.027
H  -5.263  -3.462  -3.456
H  -3.574  -2.974  -3.274
H  -4.841  -1.829  -2.866
H  -2.515  -2.179  1.989
H  -3.691  -3.007  3.033
H  -4.093  -1.477  2.214
H  -4.596  -4.888  2.138

Output
Kohn-Sham gap: 4.99 eV
ΔE to the lowest compared entry with this formula, charge and spin: 0.00 kcal per mole
E_tot: -11733.2234 a.u.
Net charge: -2

Mulliken atomic charges, in units of e:
1 Fe -1.139
2 C -0.529
3 N 0.952
4 C -0.003
5 N -0.658
6 C -0.236
7 N -0.985
8 C 0.476
9 C -0.557
10 C -0.708
11 C -0.894
12 C 0.300
13 C 0.160
14 C 0.452
15 N -0.570
16 N -0.538
17 C 0.607
18 O -0.137
19 C 0.082
20 C -1.018
21 C -0.605
22 C -0.865
23 C 1.045
24 C -1.393
25 N 1.443
26 C -0.817
27 N 0.843
28 C -0.948
29 N -1.037
30 C -0.197
31 H -0.282
32 H 0.468
33 H 0.510
34 H 0.425
35 H 0.415
36 H 0.376
37 H 0.498
38 H 0.379
39 H 0.501
40 H 0.381
41 H 0.391
42 H 0.275
43 H 0.425
44 H 0.691
45 H 0.506
46 H 0.812
47 Se -0.181
48 Te -0.550
49 Te -0.551
50 Se -0.136
51 C -1.283
52 C 0.511
53 N 0.947
54 H 0.350
55 H 0.223
56 H 0.286
57 F -0.220
58 C 0.460
59 F -0.200
60 F -0.230
61 S 0.919
62 O -0.684
63 O -0.268
64 O -0.009
65 C -1.555
66 C 0.842
67 C -1.098
68 C 0.759
69 C -1.551
70 C 0.382
71 Se -0.266
72 C 0.951
73 C -1.168
74 C -0.946
75 H 0.359
76 H 0.295
77 H 0.339
78 H 0.261
79 H 0.427
80 H 0.074
81 H 0.303
82 H -0.005
83 H 0.362
84 H 0.308
85 H 0.248

---

ΔE to the lowest compared entry with this formula, charge and spin of number 2 (C15H20Cl4HgN2O9P2Se)?
119.17 kcal per mole

---

ΔE to the lowest compared entry with this formula, charge and spin of number 4 (C32H30F3FeN9O4SSe3Te2)?
0.00 kcal per mole

---

What is the ΔE to the lowest compared entry with this formula, charge and spin in the first record?
0.00 kcal per mole